No. 1
{"formula": "C5H4N2", "method": "ωB97M-V/def2-TZVPD", "species": ["C", "C", "C", "C", "C", "N", "N", "H", "H", "H", "H"], "positions_angstrom": [[-0.276, 1.154, -2.539], [-0.161, 0.661, -1.446], [-0.042, 0.124, -0.123], [-0.324, 0.731, 1.086], [0.102, -0.103, 2.144], [0.603, -1.232, 1.520], [0.416, -1.129, 0.117], [-0.381, 1.593, -3.509], [-0.813, 1.681, 1.219], [-0.071, -1.790, 2.067], [0.948, -1.691, -0.537]], "forces_ev_per_angstrom": [[0.038, -0.187, 0.369], [-0.034, 0.018, -0.307], [-0.042, -0.092, 0.069], [0.187, 0.357, -0.034], [-0.075, 0.576, -0.191], [-0.311, 0.499, 0.196], [-0.316, 0.091, 0.157], [0.033, -0.110, 0.232], [0.139, 0.109, -0.182], [0.451, -1.379, -0.617], [-0.070, 0.117, 0.307]], "max_force_ev_per_a": 1.58, "de_lowest_ev": 4.766, "e_lumo_ev": 0.16, "homo_lumo_gap_ev": 8.5691}


No. 2
{"formula": "C5H4N2", "method": "ωB97M-V/def2-TZVPD", "species": ["C", "C", "C", "C", "C", "N", "N", "H", "H", "H", "H"], "positions_angstrom": [[-1.684, 2.148, 0.268], [-1.398, 1.041, -0.113], [-1.065, -0.296, -0.492], [0.053, -0.612, -1.110], [1.323, -0.901, -0.988], [1.864, -0.861, 0.368], [1.009, -0.750, 1.254], [-1.933, 3.130, 0.602], [-1.729, -1.098, -0.181], [2.054, -1.118, -1.755], [1.504, -0.683, 2.148]], "forces_ev_per_angstrom": [[0.105, -0.441, -0.184], [-0.234, 0.511, 0.054], [0.062, -0.031, -0.215], [0.051, 0.024, 0.380], [-0.179, 0.050, -0.125], [-0.324, 0.035, 0.322], [0.539, -0.076, -0.109], [0.041, -0.144, -0.059], [-0.066, 0.096, -0.140], [-0.146, 0.060, 0.079], [0.152, -0.083, -0.004]], "max_force_ev_per_a": 0.57, "smiles": "[H]/N=N/C=C=CC#C", "de_lowest_ev": 5.099, "e_lumo_ev": 0.20, "homo_lumo_gap_ev": 9.4821}


No. 3
{"formula": "C5H4N2O", "method": "ωB97M-V/def2-TZVPD", "species": ["C", "C", "C", "C", "C", "H", "H", "H", "H", "N", "N", "O"], "positions_angstrom": [[-2.313, 0.101, 0.129], [-0.344, 0.635, -0.323], [0.988, 1.133, -0.076], [0.994, -1.052, -0.273], [-0.238, -0.758, -0.310], [-3.320, -0.142, 0.355], [1.477, 2.087, 0.483], [2.760, -0.201, 0.502], [1.454, -1.945, 0.006], [-1.674, 1.174, -0.344], [1.792, 0.069, -0.085], [-1.575, -1.104, -0.063]], "forces_ev_per_angstrom": [[3.430, 0.454, -3.822], [2.689, 3.649, -0.088], [-0.833, 3.663, 1.752], [5.614, -3.200, 1.089], [-7.570, 3.945, 0.015], [-0.764, 0.378, 0.110], [-1.826, -2.025, -2.122], [-3.631, 1.853, -2.337], [0.535, -1.515, -0.119], [-0.295, -2.909, 3.270], [2.845, -3.118, 1.428], [-0.195, -1.176, 0.822]], "max_force_ev_per_a": 8.54, "smiles": "c1nc2c[nH]cc2o1", "de_lowest_ev": 3.270, "e_lumo_ev": 0.65, "homo_lumo_gap_ev": 8.6662}


No. 4
{"formula": "C5H4N2O", "method": "ωB97M-V/def2-TZVPD", "species": ["C", "C", "C", "C", "C", "H", "H", "H", "H", "N", "N", "O"], "positions_angstrom": [[1.980, -0.012, 0.027], [0.654, -0.008, -0.054], [-0.158, 1.210, -0.060], [-2.141, -0.008, -0.006], [-0.138, -1.220, -0.068], [2.541, 0.863, 0.168], [2.599, -0.911, 0.110], [0.342, 2.192, -0.104], [0.501, -2.075, 0.077], [-1.447, 1.289, -0.057], [-1.407, -1.259, -0.094], [-3.326, -0.062, 0.061]], "forces_ev_per_angstrom": [[0.081, -1.090, 0.470], [-0.618, 0.643, 0.063], [-0.738, 1.429, -0.241], [0.888, 0.132, -0.748], [0.135, 0.384, 0.358], [0.501, 1.336, -0.126], [-0.567, 0.013, -0.242], [0.095, -0.486, 0.054], [-0.382, -1.052, -0.377], [0.794, -1.729, 0.242], [0.114, 0.127, 0.366], [-0.302, 0.292, 0.181]], "max_force_ev_per_a": 1.92, "smiles": "C=C1C=NC(=O)N=C1", "de_lowest_ev": 0.961, "e_lumo_ev": -1.30, "homo_lumo_gap_ev": 8.4429}


No. 5
{"formula": "C5H4N2O", "method": "ωB97M-V/def2-TZVPD", "species": ["C", "C", "C", "C", "C", "H", "H", "H", "H", "N", "N", "O"], "positions_angstrom": [[0.910, 0.689, -0.022], [1.477, -1.378, 0.120], [0.042, -1.305, -0.051], [-0.396, 0.012, -0.100], [-1.865, 0.481, 0.164], [0.308, 2.431, 0.224], [1.871, -2.451, 0.277], [-0.648, -2.175, -0.026], [-2.081, 1.553, 0.384], [1.156, 1.946, -0.046], [2.019, -0.210, -0.063], [-2.835, -0.312, -0.094]], "forces_ev_per_angstrom": [[0.537, 2.489, -1.128], [-0.047, -0.825, -1.002], [-3.470, 0.426, 0.482], [-0.334, -2.308, 1.798], [-1.833, -3.285, -2.816], [-0.371, 0.402, -0.585], [0.403, 2.268, -0.309], [0.623, 0.675, -0.072], [0.325, -0.636, 0.255], [0.171, -1.033, 0.993], [0.055, -1.350, 0.918], [3.941, 3.179, 1.467]], "max_force_ev_per_a": 5.27, "smiles": "[H]/N=C1/N=CC=C1C=O", "de_lowest_ev": 2.287, "e_lumo_ev": -1.74, "homo_lumo_gap_ev": 8.5245}


No. 6
{"formula": "C5H4N2O", "method": "ωB97M-V/def2-TZVPD", "species": ["C", "C", "C", "C", "C", "H", "H", "H", "H", "N", "N", "O"], "positions_angstrom": [[-0.381, -0.664, -0.845], [-1.591, -0.614, 0.980], [-0.558, 0.389, 1.177], [0.161, 0.271, 0.036], [1.534, 0.847, -0.154], [0.967, -0.397, -2.184], [-2.311, -0.843, 1.674], [-0.361, 0.918, 2.092], [2.066, 1.193, 0.791], [0.066, -1.015, -2.018], [-1.575, -1.127, -0.244], [1.983, 1.042, -1.304]], "forces_ev_per_angstrom": [[-1.047, -1.282, -3.172], [0.669, 0.089, -4.006], [0.760, -1.121, -0.805], [3.875, 3.014, 2.646], [-0.145, 1.358, -2.132], [-1.987, -1.522, 0.367], [-1.799, -0.656, 1.349], [0.149, 0.255, -0.060], [-0.254, -0.388, -1.055], [0.776, 1.712, 1.662], [-0.550, -0.872, 2.111], [-0.447, -0.587, 3.095]], "max_force_ev_per_a": 5.58, "smiles": "[H]/N=C1/N=CC=C1C=O", "de_lowest_ev": 1.890, "e_lumo_ev": -1.83, "homo_lumo_gap_ev": 8.3206}


No. 7
{"formula": "C5H4N2OS", "method": "ωB97M-V/def2-TZVPD", "species": ["C", "C", "C", "C", "C", "N", "N", "O", "S", "H", "H", "H", "H"], "positions_angstrom": [[0.191, 1.971, 1.886], [-0.029, 1.029, 1.037], [1.421, -1.275, 0.233], [-0.265, -1.470, -1.414], [0.439, -2.513, -1.825], [-0.421, 0.212, 0.216], [0.304, -0.838, -0.287], [2.212, -3.828, -0.216], [2.015, -2.551, -0.905], [-0.009, 1.842, 2.932], [0.589, 2.920, 1.578], [-1.184, -1.054, -1.792], [0.262, -3.151, -2.664]], "forces_ev_per_angstrom": [[0.189, 0.611, 0.570], [0.215, -0.592, -0.281], [1.492, -1.727, -0.711], [0.272, 0.209, 1.082], [1.053, 0.338, 0.705], [-0.821, 0.020, -0.606], [-3.168, 2.178, -0.675], [-0.060, -0.437, 0.106], [0.783, -0.454, -0.252], [-0.109, -0.151, 0.283], [0.172, 0.171, -0.189], [-0.085, 0.046, 0.138], [0.067, -0.210, -0.169]], "max_force_ev_per_a": 3.90, "de_lowest_ev": 3.382, "e_lumo_ev": [0.74, -2.55], "homo_lumo_gap_ev": [7.8462, 6.6744], "spin_multiplicity": 3, "s_squared": 2.02}


No. 8
{"formula": "C5H4N2S", "method": "ωB97M-V/def2-TZVPD", "species": ["C", "C", "C", "C", "C", "N", "N", "S", "H", "H", "H", "H"], "positions_angstrom": [[0.281, -2.428, -0.902], [1.002, -1.096, -0.560], [-0.741, -1.359, 0.824], [1.214, 0.142, 1.487], [2.295, 0.371, 0.757], [-0.727, -2.416, -0.125], [0.489, -0.834, 0.903], [2.752, -0.531, -0.592], [0.458, -3.175, -1.681], [0.476, -0.337, -1.049], [0.695, 0.758, 2.193], [3.028, 1.149, 1.087]], "forces_ev_per_angstrom": [[0.680, 2.668, 0.861], [1.481, -2.022, 0.877], [-0.017, 0.740, 2.146], [-0.607, 1.004, -0.584], [2.737, 3.251, 2.546], [-0.562, -1.272, 0.091], [-2.171, -3.924, -4.414], [-0.576, -1.537, -0.810], [0.077, 0.423, 0.241], [-0.712, 1.166, -1.233], [0.480, 0.130, 0.698], [-0.810, -0.625, -0.420]], "max_force_ev_per_a": 6.29, "de_lowest_ev": 4.463, "e_lumo_ev": -0.41, "homo_lumo_gap_ev": 7.8537}


No. 9
{"formula": "C5H4N2S", "method": "ωB97M-V/def2-TZVPD", "species": ["C", "C", "C", "C", "C", "H", "H", "H", "H", "N", "N", "S"], "positions_angstrom": [[1.552, 1.193, -0.486], [0.353, 0.461, -0.113], [-0.601, -0.011, -1.028], [-1.508, -1.298, 0.574], [0.267, -0.079, 1.097], [2.290, 1.218, 0.324], [-0.596, 0.326, -2.108], [-2.240, -2.114, 0.928], [0.845, 0.246, 1.913], [-1.616, -0.798, -0.680], [-0.632, -0.979, 1.482], [1.887, 1.836, -1.903]], "forces_ev_per_angstrom": [[0.139, 0.064, 0.593], [0.285, -0.242, -2.710], [-1.157, 0.707, -1.542], [-2.043, -1.615, 0.004], [-0.778, -0.646, 2.745], [-0.078, 0.166, -0.113], [0.142, -0.332, 1.405], [0.891, 1.471, -1.015], [1.313, 0.445, 0.700], [0.994, -0.378, 0.494], [0.130, 0.006, 0.096], [0.162, 0.354, -0.658]], "max_force_ev_per_a": 2.92, "smiles": "S=Cc1cncnc1", "de_lowest_ev": 0.730, "e_lumo_ev": -1.11, "homo_lumo_gap_ev": 8.0773}